[1]
DFT (ωB97M-V with the def2-TZVPD basis set) results for a molecular structure, C17H27O13Rb at a distorted geometry.

Geometry as ORCA input:
```
! RIJCOSX wB97M-V def2-TZVPD def2/J DEFGRID3
* xyz 0 1
Rb -27.17 3.46 35.32
O -26.62 -0.80 27.79
O -26.28 -2.53 26.44
O -34.29 -2.93 29.42
O -34.53 -0.82 28.69
O -27.47 -0.77 25.71
O -24.69 -0.78 32.02
O -29.50 -3.25 32.70
O -27.89 1.59 33.29
O -31.65 -3.22 33.25
O -23.00 0.17 30.92
O -30.25 -1.76 34.24
O -33.24 -1.24 30.46
O -23.29 -2.03 30.76
C -23.60 1.28 31.62
C -25.87 -1.72 28.59
C -33.95 0.44 29.00
C -26.65 -2.15 29.77
C -31.77 0.70 30.40
C -25.56 -2.87 27.62
C -32.67 -4.91 31.93
C -30.43 -2.65 33.48
C -23.95 2.31 30.55
C -33.19 0.20 30.31
C -26.86 -1.31 26.57
C -34.04 -1.77 29.53
C -31.43 -4.57 32.73
C -24.87 0.62 32.25
C -30.14 -4.31 31.94
C -23.64 -1.00 31.21
C -28.47 1.04 32.17
H -29.32 1.67 31.83
H -33.54 -4.90 32.57
H -33.75 0.63 31.15
H -31.70 1.68 30.88
H -23.06 2.55 29.96
H -31.24 -5.23 33.58
H -28.88 0.03 32.36
H -24.68 1.88 29.87
H -34.73 1.18 29.15
H -30.37 -4.03 30.91
H -31.22 0.72 29.46
H -32.55 -5.90 31.49
H -25.74 0.96 31.70
H -22.92 1.66 32.38
H -29.40 -5.11 31.97
H -24.50 -2.96 27.37
H -24.26 3.27 30.97
H -27.21 -1.35 30.26
H -27.37 -2.94 29.54
H -32.77 -4.24 31.08
H -31.19 0.06 31.07
H -33.27 0.79 28.22
H -25.01 0.90 33.28
H -27.79 0.96 31.29
H -26.01 -2.54 30.57
H -24.91 -1.26 28.86
H -25.90 -3.83 28.01
*
```

Relative energy (zero: lowest compared OMol25 entry of this formula, charge and spin)   51.64 kJ/mol
HOMO   -6.636 eV
Calculated total energy   -45339.080 eV
Strongest force on any atom   1.57 eV/A
Kohn-Sham gap   5.412 eV

[2]
DFT (ωB97M-V with the def2-TZVPD basis set) results for 3 unconnected molecules or ions with the total composition C4H9NO3 at a distorted geometry.

Geometry as ORCA input:
```
! RIJCOSX wB97M-V def2-TZVPD def2/J DEFGRID3
* xyz 0 1
O -1.69 0.94 0.03
O 2.69 -0.88 1.72
O 1.32 0.76 -2.14
N -2.83 -1.14 0.02
C 0.73 -0.55 0.01
C 1.08 0.62 0.74
C -2.47 -0.09 0.57
C 2.30 -0.38 0.71
H 1.14 1.51 0.12
H 1.04 1.14 -2.98
H -1.58 0.16 -0.56
H 0.67 -0.31 -1.08
H 0.66 0.81 1.72
H -3.47 -1.12 -0.77
H 2.95 -0.36 -0.17
H 0.31 -1.41 0.52
H -2.84 0.29 1.54
*
```

Relative energy (zero: lowest compared OMol25 entry of this formula, charge and spin)   977.76 kJ/mol
HOMO   -8.272 eV
Calculated total energy   -11917.408 eV
Strongest force on any atom   4.75 eV/A
Kohn-Sham gap   5.104 eV

[3]
DFT (ωB97M-V with the def2-TZVPD basis set) results for a molecular structure, C6H12Cl3FeO2.

Geometry as ORCA input:
```
! RIJCOSX wB97M-V def2-TZVPD def2/J DEFGRID3
* xyz 0 6
Fe -0.04 0.11 0.02
Cl -0.38 1.11 2.01
Cl -0.22 -2.10 -0.39
Cl 0.68 1.27 -1.81
O -1.98 0.40 -0.51
O 1.99 -0.20 0.55
C 3.37 -0.40 2.46
C -3.25 1.66 -2.01
C 3.05 -0.56 1.01
C -4.25 -0.24 -0.56
C 4.09 -1.15 0.14
C -3.07 0.59 -0.98
H -2.28 2.03 -2.31
H 2.56 0.11 2.98
H 3.55 -1.37 2.93
H -3.90 -1.12 -0.02
H -4.83 -0.53 -1.43
H -3.73 1.21 -2.89
H 4.95 -0.47 0.12
H 4.29 0.18 2.57
H 3.72 -1.31 -0.87
H 4.43 -2.09 0.57
H -4.87 0.38 0.10
H -3.88 2.48 -1.67
*
```

Relative energy (zero: lowest compared OMol25 entry of this formula, charge and spin)   0.00 kJ/mol
HOMO (spin up / spin down)   -9.979 / -9.719 eV
Calculated total energy   -82469.311 eV
Strongest force on any atom   0.84 eV/A
Kohn-Sham gap (spin up / spin down)   10.598 / 8.354 eV